Record 1
Molecular formula: CH5N2S2
Method: DFT, the ωB97M-V functional and the def2-TZVPD basis

## Properties
ΔE to the lowest compared entry with this formula, charge and spin: 0.816 eV
Charge: +1
Lowest unoccupied orbital energy: -4.779 eV
Structure (SMILES): NC(=[NH2+])SS

XYZ file:
```
10
Properties=species:S:1:pos:R:3:forces:R:3
N 1.03452 0.00986 0.49257 -3.428 -0.822 -1.239
C -0.38867 -0.04227 0.01063 4.373 -0.452 1.864
N -1.23316 -0.84551 0.62171 -0.723 -1.782 0.809
S -0.97166 1.04953 -1.19395 1.205 0.839 0.560
S 0.80451 2.11201 -1.59034 -0.189 -0.328 -1.345
H 1.54478 -0.86995 0.76751 -1.335 1.135 -0.352
H 1.62756 0.66540 -0.03564 -0.609 -0.618 0.243
H -0.98212 -1.39308 1.46704 0.380 0.752 -0.898
H -2.16221 -1.19524 0.29110 1.144 1.235 -0.162
H 1.17557 2.79365 -0.49588 -0.818 0.041 0.520
```
Forces are in eV/Å.

Record 2
Molecular formula: CH5N2S2
Method: DFT, the ωB97M-V functional and the def2-TZVPD basis

## Properties
ΔE to the lowest compared entry with this formula, charge and spin: 3.536 eV
Charge: +1
Lowest unoccupied orbital energy (alpha / beta): -7.215 / -7.189 eV

XYZ file:
```
10
Properties=species:S:1:pos:R:3:forces:R:3
C 0.12200 -0.25285 0.83954 1.779 -0.678 1.776
N -0.00322 -0.51323 -0.41847 0.758 1.559 -2.695
N 0.38588 0.90873 1.42343 -0.321 -1.515 0.399
S 0.47922 1.25671 -1.98868 1.537 -1.473 3.128
S -0.24569 -2.01987 -1.25402 -0.511 1.568 1.395
H 0.25057 -1.07621 1.59513 -0.815 0.268 -1.112
H 0.69457 0.93886 2.38696 -0.301 -0.229 -0.135
H 0.53158 1.72193 0.91503 0.101 1.739 -1.259
H -0.64157 0.84883 -2.40334 -2.323 -0.600 -1.061
H -1.57333 -1.81289 -1.09558 0.094 -0.639 -0.434
```
Forces are in eV/Å.